A gas-phase ion, C7H14N3O2 (charge +1) at a distorted geometry, computed with ωB97M-V with the def2-TZVPD basis set.

The geometry in ORCA input format:
```
! RIJCOSX wB97M-V def2-TZVPD def2/J DEFGRID3
* xyz 1 1
C -0.38 -1.35 -1.27
C 0.18 2.16 -0.52
C 0.28 0.73 -0.16
C 1.46 0.29 3.25
C 1.60 -0.50 -2.02
C -2.77 -0.79 -0.90
C 0.92 0.92 2.03
N 0.42 -0.25 -1.19
N -1.59 -1.46 -0.29
N 0.77 0.19 1.02
O -0.23 -2.23 -2.07
O -0.96 1.40 -0.18
H 0.45 2.73 0.25
H 0.40 2.37 -1.61
H 1.49 -0.74 3.17
H 2.48 0.84 3.36
H 0.71 0.46 4.05
H 1.52 -0.04 -3.03
H 2.30 0.11 -1.42
H 1.89 -1.46 -2.03
H -2.54 0.25 -1.24
H -3.07 -1.43 -1.65
H -3.32 -0.59 -0.08
H -1.53 -2.46 -0.25
H 0.62 2.03 2.21
H -1.14 -1.18 0.60
*
```

The value obtained for the largest force on an atom is 0.113 Eh/bohr. The calculation puts the gap between HOMO and LUMO at 11.2 eV. For the total energy, the calculation gives -16041.4773 eV. The LUMO energy is -2.876 eV. As for the relative energy (zero: lowest compared OMol25 entry of this formula, charge and spin): 79.9 kcal per mole. As for the structure (SMILES): C/C=N/[C@]1(N(C)C(=O)[NH2+]C)CO1.

***

2 unconnected molecules or ions with the total composition C5H5BrFN at a distorted geometry, computed with ωB97M-V with the def2-TZVPD basis set.

The geometry in ORCA input format:
```
! RIJCOSX wB97M-V def2-TZVPD def2/J DEFGRID3
* xyz 0 1
C 1.36 -0.55 -0.92
C 0.96 0.75 -0.44
C -1.51 -0.29 2.77
C 0.39 -1.29 -1.58
C -0.19 1.39 -0.18
N -0.70 0.25 2.16
F -0.22 2.61 0.34
Br -1.92 0.82 -0.74
H 2.33 -0.93 -0.61
H 1.73 1.37 0.04
H -2.35 -0.88 2.92
H -0.52 -0.85 -1.89
H 0.64 -2.39 -1.88
*
```

The value obtained for the largest force on an atom is 0.082 Eh/bohr. The calculation puts the gap between HOMO and LUMO at 9.1 eV. For the total energy, the calculation gives -79512.9390 eV. The LUMO energy is 0.657 eV. As for the relative energy (zero: lowest compared OMol25 entry of this formula, charge and spin): 61.8 kcal per mole. As for the structure (SMILES): C=C/C=C(/F)Br.C#N.

***

A molecular structure, C27H42AsMnN3OS2Si, computed with ωB97M-V with the def2-TZVPD basis set.

The geometry in ORCA input format:
```
! RIJCOSX wB97M-V def2-TZVPD def2/J DEFGRID3
* xyz 0 2
Mn -1.66 0.22 0.02
N -2.63 1.81 -1.01
C -3.91 1.28 -1.52
C -4.48 0.30 -0.52
N -3.47 -0.72 -0.27
C -3.69 -1.67 0.82
C -2.40 -2.47 0.97
N -1.25 -1.55 1.07
H -2.78 2.57 -0.36
H -2.06 2.15 -1.78
H -3.68 0.75 -2.45
H -4.63 2.06 -1.75
H -5.43 -0.12 -0.89
H -4.68 0.80 0.43
H -3.23 -1.21 -1.13
H -4.54 -2.34 0.64
H -3.90 -1.09 1.72
H -2.26 -3.09 0.09
H -2.47 -3.14 1.83
H -0.41 -2.05 0.80
H -1.13 -1.23 2.02
S -2.30 1.21 2.10
C -1.36 2.70 2.23
C -1.80 3.74 3.06
C -1.09 4.91 3.17
C 0.09 5.10 2.45
C 0.54 4.08 1.63
C -0.17 2.89 1.52
As 0.37 1.38 0.43
C 1.70 0.55 1.60
C 2.81 -0.11 1.07
C 3.69 -0.77 1.91
C 3.47 -0.80 3.28
C 2.36 -0.15 3.81
C 1.48 0.52 2.97
C 1.49 2.14 -0.96
C 2.74 2.71 -0.72
C 3.48 3.24 -1.77
C 2.97 3.21 -3.06
C 1.73 2.64 -3.31
C 0.99 2.10 -2.26
H -2.72 3.60 3.62
H -1.45 5.70 3.82
H 0.64 6.03 2.53
H 1.46 4.22 1.07
H 2.99 -0.09 0.01
H 4.56 -1.27 1.50
H 4.16 -1.31 3.94
H 2.18 -0.16 4.88
H 0.61 1.03 3.39
H 3.15 2.72 0.28
H 4.45 3.68 -1.58
H 3.54 3.62 -3.88
H 1.34 2.59 -4.32
H 0.05 1.60 -2.44
C 2.19 -4.49 -0.12
S 0.71 -4.40 0.90
C 1.50 -4.12 2.50
H 2.78 -5.38 0.12
H 2.80 -3.60 0.00
H 1.87 -4.55 -1.16
H 2.08 -3.20 2.49
H 2.15 -4.96 2.76
H 0.72 -4.04 3.25
C 1.44 -1.50 -2.05
Si -0.35 -1.49 -2.64
C -0.92 -3.28 -2.58
C -0.36 -0.96 -4.45
O -1.27 -0.51 -1.78
H 2.06 -2.20 -2.61
H 1.47 -1.79 -0.99
H 1.89 -0.50 -2.14
H -0.35 -3.90 -3.28
H -1.98 -3.38 -2.84
H -0.78 -3.71 -1.58
H 0.24 -1.62 -5.08
H 0.03 0.05 -4.56
H -1.38 -0.97 -4.84
*
```

As for the expectation value of S²: 0.764. The value obtained for the largest force on an atom is 0.003 Eh/bohr. The calculation puts the gap between HOMO and LUMO (alpha / beta) at 7.6 / 7.4 eV. For the total energy, the calculation gives -156909.3953 eV. The LUMO energy (alpha / beta) is 0.585 / 0.583 eV. As for the relative energy (zero: lowest compared OMol25 entry of this formula, charge and spin): 0.0 kcal per mole.

***

C4H4O in the gas phase, computed with ωB97M-V with the def2-TZVPD basis set.

The geometry in ORCA input format:
```
! RIJCOSX wB97M-V def2-TZVPD def2/J DEFGRID3
* xyz 0 1
O -0.53 1.48 0.27
C -0.94 0.56 -0.39
C -0.21 -0.80 -0.44
C 1.11 -0.54 0.15
C 1.52 0.32 0.89
H -1.87 0.69 -0.95
H -0.30 -1.31 -1.41
H -0.66 -1.45 0.31
H 1.88 1.06 1.56
*
```

The value obtained for the largest force on an atom is 0.017 Eh/bohr. The calculation puts the gap between HOMO and LUMO at 10.8 eV. For the total energy, the calculation gives -6256.9393 eV. The LUMO energy is 0.970 eV. As for the relative energy (zero: lowest compared OMol25 entry of this formula, charge and spin): 56.3 kcal per mole. As for the structure (SMILES): C#CCC=O.

***

A molecular structure, C19H16N4OS2Tl at a distorted geometry, computed with ωB97M-V with the def2-TZVPD basis set.

The geometry in ORCA input format:
```
! RIJCOSX wB97M-V def2-TZVPD def2/J DEFGRID3
* xyz 1 1
Tl 0.47 0.93 -0.46
C -2.62 2.81 4.47
C -2.54 3.18 3.13
C -2.12 2.27 2.19
C -1.86 0.94 2.56
C -1.93 0.58 3.93
C -2.29 1.52 4.87
N -1.47 0.05 1.60
C -1.87 -1.23 1.59
C -3.04 -1.70 2.25
C -3.45 -3.00 2.11
C -2.74 -3.90 1.30
C -1.61 -3.48 0.62
C -1.14 -2.17 0.79
N 0.03 -1.73 0.21
N 0.86 -2.59 -0.12
C 2.04 -2.18 -0.73
C 2.83 -3.18 -1.30
C 4.08 -2.85 -1.77
C 4.53 -1.55 -1.64
C 3.66 -0.61 -1.10
N 2.44 -0.90 -0.68
H -2.93 3.54 5.21
H -2.79 4.19 2.83
H -2.04 2.54 1.14
H -1.65 -0.42 4.22
H -2.30 1.26 5.92
H -3.63 -1.01 2.83
H -4.34 -3.34 2.62
H -3.08 -4.92 1.21
H -1.06 -4.14 -0.03
H 2.44 -4.19 -1.36
H 4.72 -3.61 -2.22
H 5.52 -1.26 -1.95
H 3.97 0.43 -0.99
C -0.38 0.74 -6.30
O -0.97 0.10 -5.15
C -0.30 0.02 -4.04
S 1.28 0.50 -3.82
S -1.03 -0.67 -2.69
H -1.19 0.91 -7.00
H 0.38 0.09 -6.75
H 0.08 1.68 -6.01
*
```

The value obtained for the largest force on an atom is 0.035 Eh/bohr. The calculation puts the gap between HOMO and LUMO (alpha / beta) at 6.4 / 4.8 eV. For the total energy, the calculation gives -54326.3651 eV. The LUMO energy (alpha / beta) is -4.766 / -5.738 eV. As for the relative energy (zero: lowest compared OMol25 entry of this formula, charge and spin): 7.6 kcal per mole.

***

A molecular structure, C3H6FO2Sr at a distorted geometry, computed with ωB97M-V with the def2-TZVPD basis set.

The geometry in ORCA input format:
```
! RIJCOSX wB97M-V def2-TZVPD def2/J DEFGRID3
* xyz 0 2
O 2.38 1.34 0.77
C 1.17 1.35 0.30
C 0.45 0.20 0.10
O 1.17 -0.98 0.32
C 0.38 -2.16 0.46
Sr 3.43 -0.48 1.15
H 0.67 2.31 0.10
H -1.65 0.18 -3.23
H 0.02 -2.48 -0.53
H 1.03 -2.93 0.88
H -0.47 -1.97 1.12
H -0.58 0.14 -0.22
F -2.47 0.34 -2.76
*
```

As for the expectation value of S²: 0.750. The value obtained for the largest force on an atom is 0.040 Eh/bohr. The calculation puts the gap between HOMO and LUMO (alpha / beta) at 4.9 / 7.8 eV. For the total energy, the calculation gives -10854.3828 eV. The LUMO energy (alpha / beta) is 0.257 / 0.162 eV. As for the relative energy (zero: lowest compared OMol25 entry of this formula, charge and spin): 0.0 kcal per mole.